1.
A structure of composition C23H37BrCsGeN2O8Si3 at a distorted geometry. Source: the Open Molecules 2025 dataset; level of theory: ωB97M-V/def2-TZVPD.

```
76
Properties=species:S:1:pos:R:3:lowdin_spin:R:1
Cs -0.904 0.211 -0.773 0.00
O 3.119 0.943 3.825 0.22
C 2.533 0.530 2.813 0.13
C 1.355 -0.476 2.867 0.02
O 0.917 -0.976 3.902 -0.01
C 0.923 -0.694 1.522 0.13
C 1.725 0.046 0.631 0.02
O 1.651 0.085 -0.627 -0.02
C 2.722 0.855 1.428 0.22
O 3.490 1.706 0.879 0.24
O -0.202 -1.430 1.187 0.04
C 0.334 3.984 0.983 0.00
N 1.498 3.635 0.203 0.00
C 1.405 3.442 -1.142 0.00
N 2.532 2.855 -1.694 0.00
O 0.434 3.783 -1.820 0.00
H 0.366 5.022 1.330 0.00
H 0.272 3.334 1.857 0.00
H -0.564 3.862 0.377 0.00
H 2.235 3.099 0.661 0.00
H 3.010 2.237 -1.029 0.00
H 2.279 2.366 -2.538 0.00
Br -9.503 0.520 1.315 0.00
C -7.721 0.208 0.701 0.00
C -7.317 0.760 -0.501 0.00
C -6.020 0.527 -0.938 0.00
C -5.146 -0.250 -0.191 0.00
C -5.580 -0.792 1.013 0.00
C -6.869 -0.565 1.472 0.00
C -3.722 -0.519 -0.692 0.00
O -3.358 0.109 -1.711 0.00
O -3.059 -1.339 -0.022 0.00
H -8.002 1.363 -1.083 0.00
H -5.663 0.951 -1.868 0.00
H -4.882 -1.394 1.581 0.00
H -7.205 -0.981 2.412 0.00
C -0.614 -5.443 -1.796 0.00
Si -0.639 -3.549 -1.768 0.00
C -2.279 -3.029 -2.514 0.00
C 0.763 -2.918 -2.862 0.00
Ge -0.073 -3.125 0.518 0.01
Si -1.501 -4.389 1.976 0.00
C -1.379 -3.558 3.656 0.00
C -3.279 -4.390 1.342 0.00
C -0.956 -6.201 2.097 0.00
Si 2.215 -3.813 0.927 0.00
C 3.558 -2.770 0.131 0.00
C 2.430 -3.906 2.793 0.00
C 2.505 -5.566 0.256 0.00
H -0.681 -5.784 -2.835 0.00
H -1.478 -5.846 -1.262 0.00
H 0.287 -5.874 -1.360 0.00
H -2.295 -3.479 -3.515 0.00
H -2.421 -1.953 -2.618 0.00
H -3.127 -3.418 -1.948 0.00
H 0.574 -3.133 -3.919 0.00
H 1.708 -3.394 -2.587 0.00
H 0.916 -1.841 -2.753 0.00
H -1.226 -2.482 3.557 0.00
H -0.513 -3.927 4.210 0.00
H -2.275 -3.750 4.256 0.00
H -3.549 -3.405 0.953 0.00
H -3.967 -4.648 2.153 0.00
H -3.411 -5.129 0.546 0.00
H 0.050 -6.282 2.514 0.00
H -0.962 -6.683 1.117 0.00
H -1.634 -6.762 2.749 0.00
H 3.522 -1.717 0.405 0.00
H 3.509 -2.832 -0.958 0.00
H 4.526 -3.177 0.447 0.00
H 2.251 -2.953 3.292 0.00
H 3.446 -4.242 3.032 0.00
H 1.733 -4.631 3.221 0.00
H 2.527 -5.581 -0.837 0.00
H 1.764 -6.291 0.599 0.00
H 3.487 -5.903 0.606 0.00
```

Computed properties:
**Gap between HOMO and LUMO (spin up / spin down)**: 3.7 / 5.4 eV
**Net charge**: -2
**2S+1**: 2

---

2.
A cluster of 5 separate species, C23H37ClN5O9P in total at a distorted geometry. Source: the Open Molecules 2025 dataset; level of theory: ωB97M-V/def2-TZVPD.

```
76
Properties=species:S:1:pos:R:3:mulliken_charge:R:1
O 1.420 -1.155 0.847 -0.45
C 1.859 -0.281 0.049 0.52
N 1.796 0.667 -0.891 -0.50
C 2.143 0.064 -2.240 0.68
C 0.847 -0.290 -3.134 -0.53
C -0.324 -1.066 -2.327 0.21
O -0.165 -2.221 -1.791 -0.55
C -1.753 -0.283 -2.269 0.37
C -1.954 0.972 -1.334 -0.13
C -3.346 1.704 -1.365 -0.54
C -4.492 1.185 -2.344 -0.36
C -4.244 -0.101 -3.251 -0.41
C -2.869 -0.852 -3.233 -0.29
O 2.837 1.156 -2.967 -0.34
C 3.369 2.129 -2.051 0.19
O 4.571 2.102 -1.667 -0.46
P 3.424 -1.351 -2.091 0.52
O 2.723 -2.891 -2.340 -0.50
Cl 4.770 -1.130 -3.744 -0.30
H 0.428 0.728 -3.514 0.23
H 1.134 -0.880 -4.077 0.35
H -1.098 1.360 -0.653 0.25
H -3.589 2.613 -0.711 0.34
H -5.526 1.679 -2.458 0.35
H -5.053 -0.524 -3.962 0.28
H -2.637 -1.776 -3.895 0.34
H 2.701 2.994 -1.696 0.30
H 2.521 -3.227 -1.432 0.38
C 5.699 -0.784 2.750 -0.91
N 5.155 -1.424 1.572 0.00
C 5.078 -2.754 1.299 0.90
C 5.615 -3.715 2.326 -1.17
O 4.582 -3.134 0.244 -0.59
H 4.908 -0.189 3.210 0.27
H 6.509 -0.122 2.436 0.29
H 6.078 -1.503 3.474 0.36
H 4.776 -0.840 0.838 0.11
H 5.484 -4.738 1.968 0.31
H 6.681 -3.539 2.484 0.39
H 5.068 -3.605 3.266 0.08
C -1.798 1.719 -6.508 -0.88
N -2.835 2.216 -5.631 0.00
C -3.895 3.006 -5.948 0.92
C -4.046 3.445 -7.380 -1.34
O -4.687 3.334 -5.078 -0.62
H -1.814 0.627 -6.472 0.25
H -0.835 2.076 -6.135 0.26
H -1.932 2.050 -7.536 0.39
H -2.800 1.963 -4.650 0.02
H -4.936 4.067 -7.476 0.30
H -3.177 4.034 -7.685 0.36
H -4.161 2.574 -8.030 0.35
C 3.679 -5.123 7.870 -0.82
N 4.180 -3.909 7.262 -0.17
C 3.700 -3.257 6.167 0.77
C 2.498 -3.837 5.472 -1.33
O 4.246 -2.231 5.780 -0.64
H 3.409 -4.901 8.905 0.28
H 4.479 -5.866 7.861 0.28
H 2.811 -5.520 7.347 0.32
H 4.986 -3.462 7.676 0.24
H 2.234 -3.209 4.620 0.23
H 2.726 -4.841 5.103 0.38
H 1.647 -3.868 6.155 0.47
C -5.497 5.071 3.348 -0.82
N -6.051 4.437 2.172 -0.18
C -6.134 3.106 1.892 0.78
C -5.591 2.138 2.909 -1.25
O -6.636 2.734 0.842 -0.63
H -6.283 5.666 3.819 0.28
H -4.688 5.733 3.031 0.28
H -5.112 4.348 4.065 0.32
H -6.436 5.025 1.444 0.23
H -5.727 1.118 2.547 0.28
H -4.522 2.311 3.060 0.35
H -6.129 2.244 3.854 0.38
```

Computed properties:
**Gap between HOMO and LUMO**: 8.3 eV
**2S+1**: 1
**Structure (SMILES)**: O=C=N[C@@](CC(=O)c1ccccc1)(OC=O)P(O)Cl.CNC(C)=O.CNC(C)=O.CNC(C)=O.CNC(C)=O

---

3.
A structure of composition C23H37IrN7Si2. Source: the Open Molecules 2025 dataset; level of theory: ωB97M-V/def2-TZVPD.

```
70
Properties=species:S:1:pos:R:3:mulliken_charge:R:1
Ir -0.281 -0.694 -0.655 0.44
C 1.531 -1.770 -3.445 -1.16
Si 2.574 -1.552 -1.910 0.40
C 3.428 -3.209 -1.664 -1.25
C 3.896 -0.288 -2.372 -1.19
N 1.668 -1.088 -0.509 0.33
C 2.187 -1.179 0.782 0.97
C 3.546 -1.251 1.090 -0.72
C 3.991 -1.367 2.403 -1.07
C 3.059 -1.401 3.428 -0.85
C 1.701 -1.312 3.138 -0.45
C 1.230 -1.193 1.824 0.52
N -0.099 -1.089 1.437 0.15
Si -1.519 -1.283 2.380 -0.23
C -1.384 -1.114 4.256 -1.37
C -2.784 0.022 1.905 -0.48
C -2.256 -3.002 2.155 -0.95
H 2.181 -1.965 -4.308 0.34
H 0.933 -0.880 -3.641 0.24
H 0.843 -2.610 -3.329 0.26
H 3.994 -3.466 -2.566 0.33
H 2.682 -3.990 -1.494 0.26
H 4.115 -3.223 -0.817 0.37
H 4.630 -0.735 -3.051 0.44
H 4.430 0.091 -1.497 0.36
H 3.449 0.572 -2.879 0.24
H 4.274 -1.193 0.289 0.24
H 5.052 -1.426 2.614 0.37
H 3.381 -1.481 4.460 0.37
H 0.994 -1.318 3.953 0.14
H -0.925 -0.168 4.557 0.33
H -0.821 -1.929 4.713 0.36
H -2.399 -1.140 4.668 0.34
H -2.577 0.951 2.443 0.30
H -3.807 -0.289 2.144 0.41
H -2.725 0.248 0.843 -0.20
H -1.638 -3.743 2.670 0.34
H -2.291 -3.267 1.099 0.31
H -3.271 -3.054 2.568 0.29
N -5.119 -2.745 -0.747 -0.73
N -4.127 -1.937 -1.321 1.00
N -4.400 -0.734 -1.779 -0.91
C -3.216 -0.167 -1.761 -0.18
N -2.260 -1.000 -1.240 0.04
N -2.885 -2.104 -0.936 -0.58
H -5.767 -2.985 -1.490 0.28
H -4.635 -3.589 -0.454 0.28
H -3.002 0.804 -2.162 0.67
C 1.681 1.983 -0.605 -1.93
C 0.349 2.198 -1.338 3.33
C 0.637 2.819 -2.718 -1.95
C -0.411 0.895 -1.583 -1.67
C -0.487 3.215 -0.538 -0.45
C -1.843 3.041 -0.280 -0.18
C -2.584 3.983 0.422 -0.79
C -1.981 5.140 0.888 -0.37
C -0.627 5.334 0.647 -0.86
C 0.103 4.387 -0.056 -0.35
H 2.239 1.182 -1.077 0.02
H 1.515 1.689 0.433 0.37
H 2.295 2.887 -0.623 0.61
H 1.203 2.114 -3.333 0.30
H 1.220 3.739 -2.619 0.43
H -0.294 3.058 -3.238 0.44
H -1.121 0.984 -2.422 0.66
H -2.316 2.128 -0.602 0.53
H -3.634 3.800 0.618 0.38
H -2.553 5.877 1.438 0.37
H -0.132 6.224 1.017 0.37
H 1.157 4.566 -0.227 0.33
```

Computed properties:
**Gap between HOMO and LUMO**: 5.6 eV
**Net charge**: -1
**2S+1**: 1
**Energy above the lowest of the compared OMol25 structures with the same formula, charge and spin**: 0.0091 eV